# 1
{"formula": "CIN2P", "method": "wB97M-V/def2-TZVPD", "lumo_energy_ev": [-3.332, -3.917], "de_lowest_kj_mol": 482.69, "orbital_gap_ev": [7.163, 6.271], "species": ["C", "N", "N", "P", "I"], "positions_angstrom": [[-0.302, -1.065, 0.040], [-1.025, -1.725, 0.617], [0.990, 1.556, -0.944], [0.965, 2.636, 0.078], [-0.297, 2.204, 2.208]]}

***

# 2
{"formula": "C9H12Si", "method": "wB97M-V/def2-TZVPD", "lumo_energy_ev": 0.876, "de_lowest_kj_mol": 87.51, "orbital_gap_ev": 9.562, "smiles": "C[Si@H]1CCc2ccccc21", "species": ["C", "Si", "C", "C", "C", "C", "C", "C", "C", "C", "H", "H", "H", "H", "H", "H", "H", "H", "H", "H", "H", "H"], "positions_angstrom": [[1.082, -2.268, -0.423], [-0.361, -1.380, 0.468], [0.792, -0.534, 1.704], [0.865, 0.959, 1.191], [-0.182, 1.283, 0.170], [-0.277, 2.539, -0.474], [-1.082, 2.575, -1.571], [-1.812, 1.427, -1.996], [-1.832, 0.303, -1.219], [-1.030, 0.210, -0.123], [1.872, -1.464, -0.736], [1.626, -3.085, 0.197], [0.787, -2.745, -1.311], [-1.585, -1.962, 1.004], [1.784, -0.857, 1.559], [0.450, -0.719, 2.791], [1.966, 1.209, 0.973], [0.541, 1.597, 2.060], [0.331, 3.372, -0.293], [-1.351, 3.521, -1.887], [-2.363, 1.619, -2.894], [-2.363, -0.598, -1.528]]}

***

# 3
{"formula": "C47H44NO2Si", "method": "wB97M-V/def2-TZVPD", "charge": 1, "lumo_energy_ev": -4.780, "orbital_gap_ev": 3.823, "species": ["C", "C", "C", "C", "O", "C", "C", "C", "C", "C", "C", "C", "C", "O", "C", "C", "C", "C", "C", "H", "H", "H", "H", "H", "H", "H", "H", "H", "H", "H", "H", "H", "H", "H", "C", "C", "C", "C", "Si", "C", "C", "C", "C", "C", "C", "C", "C", "C", "C", "C", "C", "C", "C", "C", "C", "N", "C", "C", "C", "C", "C", "C", "C", "C", "C", "C", "H", "H", "H", "H", "H", "H", "H", "H", "H", "H", "H", "H", "H", "H", "H", "H", "H", "H", "H", "H", "H", "H", "H", "H", "H", "H", "H", "H", "H"], "positions_angstrom": [[6.513, -2.994, -4.569], [5.811, -1.691, -4.169], [4.371, -2.020, -4.415], [4.306, -3.269, -5.068], [5.527, -3.825, -5.301], [3.071, -3.882, -5.364], [1.934, -3.206, -5.011], [1.956, -1.872, -4.471], [0.717, -1.133, -4.449], [-0.064, -1.067, -5.628], [-1.418, -0.634, -5.606], [-2.211, -0.931, -6.693], [-1.718, -1.676, -7.795], [-2.670, -2.002, -8.705], [-3.944, -1.398, -8.239], [-3.640, -0.592, -6.974], [-0.342, -1.941, -7.917], [0.467, -1.502, -6.904], [3.217, -1.324, -4.121], [7.396, -2.845, -5.203], [6.801, -3.572, -3.678], [6.020, -1.432, -3.125], [6.136, -0.853, -4.799], [3.059, -4.843, -5.868], [0.954, -3.663, -5.186], [0.289, -0.795, -3.507], [-1.851, -0.132, -4.737], [-4.329, -0.783, -9.061], [-4.652, -2.210, -8.031], [-4.281, -0.856, -6.130], [-3.766, 0.483, -7.169], [0.042, -2.465, -8.788], [1.556, -1.547, -7.033], [3.329, -0.313, -3.741], [-0.275, -1.835, 0.877], [0.689, -1.860, 1.885], [0.466, -1.193, 3.092], [-0.724, -0.478, 3.286], [-0.809, 0.662, 4.738], [-2.574, 0.999, 5.198], [-3.170, 0.250, 6.225], [-4.521, 0.423, 6.542], [-5.292, 1.367, 5.861], [-4.701, 2.126, 4.850], [-3.352, 1.945, 4.516], [0.058, -0.104, 6.183], [-0.223, -1.445, 6.485], [0.384, -2.065, 7.582], [1.290, -1.357, 8.376], [1.562, -0.018, 8.082], [0.945, 0.614, 6.995], [0.181, 2.219, 4.247], [-0.220, 3.416, 5.132], [-0.692, 4.515, 4.185], [-0.584, 3.964, 2.762], [0.005, 2.652, 2.879], [0.380, 2.001, 1.753], [-0.232, 2.303, 0.556], [0.234, 2.028, -0.751], [-0.300, 2.767, -1.839], [0.159, 2.529, -3.122], [1.177, 1.581, -3.321], [1.649, 0.810, -2.245], [1.226, 1.057, -0.955], [-1.722, -0.513, 2.305], [-1.481, -1.164, 1.095], [-0.084, -2.326, -0.079], [1.630, -2.386, 1.732], [1.223, -1.212, 3.878], [-2.573, -0.478, 6.772], [-4.969, -0.185, 7.326], [-6.342, 1.511, 6.120], [-5.289, 2.866, 4.309], [-2.917, 2.538, 3.710], [-0.924, -2.010, 5.866], [0.144, -3.102, 7.811], [1.778, -1.846, 9.222], [2.258, 0.544, 8.702], [1.157, 1.661, 6.777], [1.220, 1.885, 4.418], [-1.007, 3.147, 5.845], [0.642, 3.721, 5.728], [-1.718, 4.820, 4.395], [-0.080, 5.411, 4.265], [-1.580, 3.924, 2.297], [0.027, 4.618, 2.122], [1.161, 1.235, 1.813], [-1.128, 2.938, 0.583], [-1.048, 3.535, -1.623], [-0.256, 3.061, -3.980], [1.538, 1.410, -4.335], [2.309, -0.041, -2.349], [1.618, 0.491, -0.113], [-2.673, -0.006, 2.477], [-2.236, -1.140, 0.311]]}

***

# 4
{"formula": "C18H18CaNO4", "method": "wB97M-V/def2-TZVPD", "charge": -1, "lumo_energy_ev": [2.453, 2.128], "orbital_gap_ev": [5.983, 5.898], "species": ["C", "C", "C", "H", "C", "C", "H", "H", "H", "H", "C", "C", "C", "H", "C", "C", "H", "H", "H", "H", "Ca", "O", "C", "C", "H", "H", "H", "H", "C", "C", "C", "H", "C", "H", "C", "H", "C", "H", "O", "N", "O", "O"], "positions_angstrom": [[0.819, -1.841, 3.154], [1.571, -0.652, 3.300], [0.735, 0.445, 3.043], [2.606, -0.622, 3.628], [-0.586, -0.062, 2.785], [-0.550, -1.480, 2.863], [-1.428, -2.128, 2.863], [1.113, -2.813, 3.523], [1.006, 1.500, 3.067], [-1.488, 0.568, 2.689], [2.812, -0.511, -1.234], [3.512, -1.190, -0.247], [2.974, -2.529, -0.119], [4.383, -0.890, 0.302], [1.893, -2.625, -1.112], [1.803, -1.400, -1.779], [1.143, -1.151, -2.603], [2.942, 0.512, -1.562], [3.567, -3.346, 0.262], [1.332, -3.523, -1.305], [0.779, -0.881, 0.606], [0.308, 1.025, -0.328], [-0.608, 2.030, -0.042], [-2.016, 1.618, -0.282], [-0.530, 2.217, 1.047], [-0.449, 2.972, -0.618], [-2.532, 1.114, 0.533], [-4.608, 2.143, -0.573], [-4.065, 2.158, -1.522], [-2.668, 1.832, -1.493], [-1.960, 1.840, -2.747], [-0.903, 1.558, -2.736], [-2.608, 2.166, -3.929], [-2.062, 2.135, -4.879], [-3.965, 2.538, -3.911], [-4.465, 2.825, -4.839], [-4.685, 2.546, -2.700], [-5.737, 2.849, -2.688], [4.120, -1.914, 2.361], [3.240, -2.758, 2.446], [3.156, -3.703, 3.225], [2.098, -2.574, 1.555]]}

***

# 5
{"formula": "C4H7NO2", "method": "wB97M-V/def2-TZVPD", "lumo_energy_ev": [-1.390, -0.804], "de_lowest_kj_mol": 518.63, "orbital_gap_ev": [7.747, 8.295], "species": ["O", "C", "C", "N", "C", "C", "O", "H", "H", "H", "H", "H", "H", "H"], "positions_angstrom": [[-0.893, 2.781, 0.184], [-0.059, 0.555, -0.618], [0.592, -0.615, -1.281], [1.135, -1.445, -0.190], [0.466, -1.037, 1.050], [0.006, 0.403, 0.781], [-0.281, 1.239, 1.644], [-1.165, 3.020, 1.081], [-0.829, 1.186, -1.041], [-0.144, -1.183, -1.871], [1.381, -0.316, -1.985], [2.131, -1.287, -0.103], [1.148, -1.078, 1.903], [-0.396, -1.678, 1.277]]}

***

# 6
{"formula": "C6H11N2", "method": "wB97M-V/def2-TZVPD", "charge": 1, "lumo_energy_ev": -4.141, "de_lowest_kj_mol": 319.34, "orbital_gap_ev": 9.476, "smiles": "CC1=CN=C[C@]1(C)[NH3+]", "species": ["C", "C", "C", "N", "C", "C", "C", "N", "H", "H", "H", "H", "H", "H", "H", "H", "H", "H", "H"], "positions_angstrom": [[-1.173, 0.767, 1.525], [0.186, 0.306, 1.065], [1.456, 0.370, 1.434], [2.359, -0.318, 0.567], [1.754, -0.526, -0.496], [0.214, -0.177, -0.440], [-0.820, -1.297, -0.703], [-0.002, 0.847, -1.483], [-1.289, 1.329, 2.447], [-1.675, -0.164, 1.675], [-1.803, 1.209, 0.739], [1.805, 0.561, 2.362], [2.223, -1.325, -1.152], [-1.838, -1.050, -0.492], [-0.470, -2.276, -0.155], [-0.786, -1.512, -1.846], [0.853, 0.864, -2.108], [-0.186, 1.786, -0.990], [-0.807, 0.607, -1.951]]}

***

# 7
{"formula": "C37H82N8O26", "method": "wB97M-V/def2-TZVPD", "lumo_energy_ev": 0.052, "orbital_gap_ev": 9.367, "species": ["C", "O", "C", "O", "O", "C", "H", "H", "H", "H", "H", "H", "C", "O", "C", "O", "O", "C", "H", "H", "H", "H", "H", "H", "C", "O", "C", "O", "O", "C", "H", "H", "H", "H", "H", "H", "C", "O", "C", "O", "O", "C", "H", "H", "H", "H", "H", "H", "C", "O", "C", "O", "O", "C", "H", "H", "H", "H", "H", "H", "C", "O", "C", "O", "O", "C", "H", "H", "H", "H", "H", "H", "C", "C", "O", "N", "C", "H", "H", "H", "H", "H", "H", "H", "C", "C", "O", "N", "C", "H", "H", "H", "H", "H", "H", "H", "C", "C", "O", "N", "C", "H", "H", "H", "H", "H", "H", "H", "O", "C", "N", "C", "H", "H", "H", "H", "H", "O", "C", "N", "C", "H", "H", "H", "H", "H", "O", "C", "N", "C", "H", "H", "H", "H", "H", "O", "C", "N", "C", "H", "H", "H", "H", "H", "O", "C", "N", "C", "H", "H", "H", "H", "H"], "positions_angstrom": [[14.419, 1.603, 4.350], [13.055, 1.775, 4.802], [12.098, 0.966, 4.277], [12.294, 0.205, 3.363], [10.937, 1.161, 4.964], [9.859, 0.424, 4.509], [14.476, 0.886, 3.531], [15.168, 1.354, 5.101], [14.730, 2.627, 4.147], [9.914, 0.213, 3.441], [8.940, 1.006, 4.583], [9.809, -0.605, 4.863], [0.538, 1.291, 0.960], [0.202, 0.152, 0.176], [-0.731, -0.779, 0.629], [-1.502, -0.687, 1.581], [-1.019, -1.658, -0.367], [-2.045, -2.642, -0.277], [1.269, 0.881, 1.657], [-0.279, 1.542, 1.637], [0.885, 2.157, 0.397], [-2.892, -2.508, -0.950], [-2.423, -2.698, 0.744], [-1.620, -3.621, -0.497], [1.356, 3.021, 6.947], [2.566, 3.822, 6.845], [3.674, 3.500, 7.574], [3.839, 2.530, 8.295], [4.374, 4.587, 7.373], [5.650, 4.717, 8.084], [0.521, 3.368, 6.338], [1.006, 3.049, 7.979], [1.519, 1.986, 6.645], [5.511, 4.544, 9.151], [6.171, 5.671, 8.167], [6.397, 4.043, 7.665], [-7.834, -2.019, 6.774], [-8.391, -2.832, 5.854], [-9.305, -3.831, 6.064], [-9.435, -4.956, 5.466], [-10.014, -3.474, 7.157], [-10.909, -4.273, 7.843], [-7.557, -2.490, 7.717], [-8.693, -1.370, 6.946], [-6.978, -1.416, 6.473], [-10.412, -4.942, 8.546], [-11.641, -4.723, 7.172], [-11.442, -3.571, 8.484], [-2.436, 7.888, 3.625], [-3.687, 7.267, 3.931], [-4.402, 6.716, 2.943], [-3.977, 6.525, 1.776], [-5.437, 6.214, 3.458], [-6.254, 5.328, 2.601], [-2.523, 8.351, 2.643], [-1.573, 7.224, 3.590], [-2.252, 8.638, 4.394], [-6.613, 5.942, 1.776], [-6.961, 4.602, 3.002], [-5.567, 4.606, 2.160], [2.367, -8.969, -9.861], [1.976, -7.678, -9.381], [1.540, -7.401, -8.141], [1.439, -8.262, -7.261], [1.329, -6.075, -7.942], [0.925, -5.582, -6.670], [2.728, -9.618, -9.063], [3.078, -8.845, -10.678], [1.385, -9.336, -10.159], [1.067, -4.503, -6.602], [1.557, -6.074, -5.932], [-0.137, -5.726, -6.472], [-0.150, 13.080, -1.996], [0.465, 11.771, -1.979], [1.685, 11.661, -1.936], [-0.307, 10.668, -2.076], [0.180, 9.301, -2.154], [-0.739, 13.340, -2.875], [0.592, 13.789, -1.628], [-0.854, 13.141, -1.165], [-1.296, 10.845, -2.178], [0.049, 8.619, -1.314], [1.262, 9.219, -2.254], [-0.425, 8.851, -2.941], [4.002, -3.626, 3.076], [3.101, -4.291, 4.011], [2.895, -5.450, 3.905], [2.739, -3.509, 5.036], [2.020, -4.048, 6.183], [3.797, -2.558, 3.014], [3.840, -4.060, 2.090], [5.029, -3.841, 3.374], [2.731, -2.504, 4.934], [1.062, -4.170, 5.677], [2.041, -3.365, 7.032], [2.558, -4.944, 6.494], [-7.726, -1.087, -5.007], [-6.821, -1.343, -6.181], [-5.787, -0.700, -6.139], [-7.198, -2.123, -7.221], [-6.359, -2.259, -8.359], [-8.549, -0.480, -5.385], [-7.240, -0.462, -4.258], [-8.106, -2.029, -4.611], [-8.197, -2.231, -7.326], [-5.304, -2.064, -8.167], [-6.571, -1.577, -9.183], [-6.356, -3.288, -8.716], [-9.561, -7.957, -1.883], [-8.306, -7.728, -1.984], [-7.745, -7.530, -0.831], [-7.573, -7.666, -3.300], [-6.764, -7.708, -0.669], [-8.483, -7.518, -0.142], [-6.932, -6.786, -3.343], [-8.295, -7.688, -4.116], [-6.911, -8.502, -3.524], [0.018, 3.799, -7.872], [-1.066, 3.166, -7.758], [-1.149, 2.172, -6.880], [-2.239, 3.577, -8.638], [-0.483, 2.046, -6.131], [-2.064, 1.745, -6.905], [-2.072, 3.539, -9.714], [-2.240, 4.654, -8.469], [-3.198, 3.090, -8.462], [6.185, 2.136, -2.541], [7.078, 1.324, -2.541], [6.761, 0.070, -2.524], [8.484, 1.730, -2.882], [5.795, -0.140, -2.316], [7.372, -0.646, -2.890], [8.512, 2.363, -3.769], [9.228, 0.985, -3.165], [8.896, 2.250, -2.017], [-2.966, -10.903, -1.896], [-2.907, -12.002, -2.384], [-1.929, -12.269, -3.171], [-3.798, -13.103, -1.849], [-1.766, -13.152, -3.634], [-1.444, -11.423, -3.436], [-4.705, -12.768, -1.346], [-3.200, -13.503, -1.031], [-4.050, -13.741, -2.696], [7.870, 7.371, 1.876], [6.803, 8.010, 1.791], [5.845, 7.665, 0.954], [6.636, 9.339, 2.403], [5.883, 6.864, 0.340], [5.092, 8.314, 0.777], [6.431, 9.131, 3.453], [5.778, 9.884, 2.010], [7.493, 10.013, 2.411]]}

***

# 8
{"formula": "C15H28Br8O6", "method": "wB97M-V/def2-TZVPD", "lumo_energy_ev": 0.025, "de_lowest_kj_mol": 311.47, "orbital_gap_ev": 10.112, "smiles": "C[C@H]1COC(=O)O1.COC(=O)OC.BrCCBr.BrCCBr.BrCCBr.BrCCBr", "species": ["C", "C", "C", "O", "C", "O", "O", "H", "H", "H", "H", "H", "H", "C", "O", "C", "O", "O", "C", "H", "H", "H", "H", "H", "H", "Br", "C", "C", "Br", "H", "H", "H", "H", "Br", "C", "C", "Br", "H", "H", "H", "H", "Br", "C", "C", "Br", "H", "H", "H", "H", "Br", "C", "C", "Br", "H", "H", "H", "H"], "positions_angstrom": [[0.271, -2.126, 2.743], [-0.755, -1.794, 1.576], [-0.534, -0.448, 0.824], [-0.221, -0.911, -0.438], [-0.398, -2.188, -0.618], [-0.259, -2.879, -1.670], [-0.675, -2.764, 0.539], [1.216, -2.333, 2.240], [-0.075, -2.936, 3.384], [0.169, -1.273, 3.413], [-1.756, -1.850, 2.003], [0.245, 0.176, 1.263], [-1.493, 0.033, 0.634], [2.363, 3.408, -5.653], [3.687, 4.011, -5.684], [3.945, 5.116, -5.028], [3.221, 5.648, -4.158], [5.167, 5.513, -5.403], [5.701, 6.682, -4.888], [1.512, 4.087, -5.708], [2.219, 2.753, -4.794], [2.169, 2.774, -6.518], [6.457, 7.161, -5.510], [6.201, 6.368, -3.972], [4.982, 7.399, -4.490], [-5.036, 1.330, 5.113], [-3.858, 1.629, 6.650], [-3.751, 0.323, 7.472], [-2.758, 0.780, 9.049], [-4.179, 2.506, 7.212], [-2.890, 1.984, 6.297], [-3.373, -0.609, 7.050], [-4.749, 0.107, 7.852], [-5.640, -8.521, -2.013], [-5.251, -6.515, -2.045], [-6.432, -5.812, -1.371], [-5.981, -3.823, -1.080], [-4.949, -6.276, -3.064], [-4.446, -6.449, -1.313], [-6.563, -6.401, -0.464], [-7.451, -5.824, -1.759], [5.877, -4.858, 2.927], [5.174, -6.006, 1.491], [6.049, -7.231, 1.031], [7.961, -6.734, 0.808], [5.011, -5.361, 0.628], [4.152, -6.295, 1.737], [5.780, -7.790, 0.135], [6.033, -7.993, 1.811], [-3.208, 5.285, -1.443], [-1.921, 6.885, -1.679], [-0.850, 6.852, -0.581], [-1.650, 7.164, 1.242], [-2.507, 7.797, -1.793], [-1.508, 6.662, -2.663], [-0.133, 7.664, -0.699], [-0.313, 5.904, -0.622]]}

***

Which formula does entry 8 have? C15H28Br8O6

***

What did the second record say?
{"formula": "C9H12Si", "method": "wB97M-V/def2-TZVPD", "lumo_energy_ev": 0.876, "de_lowest_kj_mol": 87.51, "orbital_gap_ev": 9.562, "smiles": "C[Si@H]1CCc2ccccc21", "species": ["C", "Si", "C", "C", "C", "C", "C", "C", "C", "C", "H", "H", "H", "H", "H", "H", "H", "H", "H", "H", "H", "H"], "positions_angstrom": [[1.082, -2.268, -0.423], [-0.361, -1.380, 0.468], [0.792, -0.534, 1.704], [0.865, 0.959, 1.191], [-0.182, 1.283, 0.170], [-0.277, 2.539, -0.474], [-1.082, 2.575, -1.571], [-1.812, 1.427, -1.996], [-1.832, 0.303, -1.219], [-1.030, 0.210, -0.123], [1.872, -1.464, -0.736], [1.626, -3.085, 0.197], [0.787, -2.745, -1.311], [-1.585, -1.962, 1.004], [1.784, -0.857, 1.559], [0.450, -0.719, 2.791], [1.966, 1.209, 0.973], [0.541, 1.597, 2.060], [0.331, 3.372, -0.293], [-1.351, 3.521, -1.887], [-2.363, 1.619, -2.894], [-2.363, -0.598, -1.528]]}

***

Which formula does entry 8 have? C15H28Br8O6